(1)
# C66H147N5OP

A cluster of 7 separate species, C66H147N5OP in total in a non-equilibrium geometry (the ωB97M-V functional and the def2-TZVPD basis, OMol25).

XYZ file:
```
220
Properties=species:S:1:pos:R:3:lowdin_charge:R:1
P -7.8904 -3.8833 5.5742 1.023
O 3.1526 -0.5440 -0.2966 -0.533
N 7.7093 4.0894 -4.7620 -0.234
N 3.3340 6.1285 5.5940 -0.165
N 7.0202 -6.3993 1.5798 -0.242
N -8.3292 7.7313 -2.9084 -0.200
N 2.5354 -3.9178 -7.2512 -0.156
C 7.8240 -5.0421 -0.3258 -0.144
C 3.5371 6.2647 4.0632 -0.079
C 0.2095 -3.5452 -6.4423 -0.144
C 5.4883 -6.4577 1.0454 -0.056
C 7.8710 -7.3114 0.6800 -0.057
C 8.5322 3.9947 -6.0948 -0.083
C 2.3177 -4.8370 -8.5486 -0.091
C 5.1158 -4.2923 -7.5514 -0.220
C -10.0952 8.6302 -4.2459 -0.163
C -8.9093 9.5617 -4.3747 -0.147
C -7.9958 8.3644 -1.4684 0.073
C 3.9272 -3.3205 -7.2598 -0.124
C 6.4278 -3.5004 -7.6791 -0.073
C -7.6505 6.3021 -2.9822 -0.082
C 7.0876 -6.6466 3.0986 0.038
C -0.6353 6.0799 5.4541 -0.099
C 12.5241 3.5956 -6.8998 -0.070
C -6.1127 -6.4662 8.6274 -0.248
C -6.1508 6.3553 -2.7200 -0.212
C 6.7711 6.3852 -5.1040 -0.128
C 0.6877 5.4646 5.4646 -0.263
C 4.2865 7.2578 6.1182 -0.080
C -9.0459 -4.5911 4.3829 -0.245
C -6.2921 -2.1180 3.8623 -0.223
C 4.7344 -7.7114 1.5494 -0.170
C 2.2488 -4.9756 -11.0838 -0.217
C 3.7243 4.5489 7.6355 -0.199
C -11.3998 -1.7605 7.6200 -0.120
C 2.9116 -6.3512 -11.1212 -0.108
C -7.0266 -2.4609 1.4025 -0.085
C 2.2333 -4.7963 -5.9921 -0.093
C -7.7497 8.6934 -3.9643 -0.118
C 3.6389 7.7860 3.8093 -0.148
C 2.4334 -0.2409 0.8748 -0.488
C 0.9446 -4.3088 -5.3363 -0.150
C 4.5709 3.0460 9.4659 -0.110
C 3.8489 4.6921 6.1405 -0.076
C 7.7798 5.5660 -4.2501 -0.081
C 3.2514 -7.8748 1.0322 -0.248
C -8.4772 -2.4357 6.5151 -0.256
C 1.3727 -2.8710 -7.0850 -0.100
C 4.3145 3.1753 7.9936 -0.250
C 7.7183 -5.1081 1.2125 -0.121
C -9.8537 7.6982 -3.1389 -0.094
C 10.0860 4.3214 -6.1965 -0.174
C -3.8697 5.2203 -2.9821 -0.108
C 10.9430 3.3525 -7.0589 -0.220
C -7.2086 -6.7402 9.6614 -0.106
C 6.2213 3.9799 -5.1438 -0.100
C -6.3499 -3.5024 4.6413 -0.240
C -10.9576 -4.2749 2.6324 -0.269
C 8.0838 -6.4788 -0.6788 -0.131
C 8.3234 3.1010 -3.7488 0.048
C 5.6976 5.3501 -5.5127 -0.141
C 2.5249 -4.0597 -9.8539 -0.170
C -7.5321 -5.2170 6.7883 -0.255
C -10.2189 -4.7313 1.3985 -0.109
C 4.3691 8.2788 5.0192 -0.174
C 2.3562 -6.7761 1.4818 -0.119
C -5.8399 -2.4235 2.4387 -0.232
C -6.3324 -5.0996 7.8461 -0.185
C -10.0833 -3.6474 3.6605 -0.232
C -5.3817 5.0938 -3.0533 -0.271
C -9.1464 -2.7030 7.9065 -0.208
C -10.0856 -1.4785 8.2223 -0.266
C 1.8272 6.3957 5.9310 -0.095
H -6.7843 -2.0258 0.4330 0.068
H 12.8605 4.6058 -7.1327 0.068
H -7.3509 8.1743 -4.8359 0.136
H -9.3389 -5.3161 1.6665 0.061
H 0.3670 -5.1350 -4.9219 0.125
H 2.6821 4.6626 7.9336 0.116
H 5.4873 -6.4301 -0.0443 0.125
H 1.4475 0.1344 0.6003 0.009
H -6.9691 8.7250 -1.5314 0.096
H 1.9354 -3.1485 -9.9549 0.112
H -11.9035 -2.5521 8.1748 0.091
H -7.3713 -6.1235 6.2049 0.095
H 1.2560 -2.2628 -7.9820 0.131
H 4.2257 5.3794 8.1324 0.117
H -8.8026 9.0368 -1.1768 0.107
H 6.1133 3.1103 -5.7920 0.136
H 4.8449 5.6233 -4.8911 0.119
H 10.5420 3.3680 -8.0723 0.105
H -9.9258 -3.9421 0.7063 0.076
H -10.9220 -5.4090 0.9143 0.084
H 3.8543 9.1498 5.4248 0.123
H 2.6829 0.5750 1.5531 0.003
H 2.2499 -1.1127 1.5029 0.015
H 7.1132 -4.3101 1.6430 0.138
H 3.1525 4.0231 5.6350 0.131
H -7.3703 -5.9270 10.3690 0.077
H -11.4180 -5.1535 3.0843 0.119
H 8.0460 -6.3260 3.5069 0.106
H 4.5203 5.8075 3.9518 0.132
H -8.4347 -5.0721 3.6192 0.086
H 3.7275 2.3892 7.5186 0.121
H -9.0639 -1.8058 5.8464 0.087
H -11.3795 -1.9872 6.5540 0.066
H -5.5915 4.5725 -3.9873 0.118
H 6.7098 -3.2308 -6.6613 0.079
H -8.4425 -2.9121 8.7121 0.101
H 7.1348 -4.2097 -8.1095 0.084
H -9.6243 -5.3163 4.9553 0.103
H -9.8584 -3.5279 7.9304 0.100
H 8.4044 2.9696 -6.4425 0.120
H -9.4082 -2.9009 3.2422 0.090
H -9.6955 -0.5487 7.8084 0.106
H -6.6165 -4.3699 8.6044 0.088
H 6.3664 7.2233 -4.5367 0.122
H 7.8748 3.2364 -2.7647 0.106
H -3.4903 5.6511 -2.0554 0.077
H 1.2469 -3.7263 -4.4660 0.125
H 2.9201 -5.7361 -8.4184 0.113
H 10.7213 2.3247 -6.7717 0.092
H 4.9013 -4.7570 -8.5137 0.089
H -5.2119 -3.3083 2.3344 0.106
H 2.8667 -6.8734 -10.1655 0.059
H 6.2985 -6.1205 3.6358 0.113
H 8.5511 -4.2650 -0.5614 0.127
H -3.2485 4.3446 -3.1699 0.079
H 5.2542 2.2520 9.7671 0.085
H 5.3478 5.3669 -6.5449 0.123
H 8.6438 -5.1477 1.7869 0.134
H -0.6794 6.7225 6.3335 0.089
H -8.0315 7.4742 -0.8404 0.097
H 4.8762 4.6421 5.7796 0.131
H -6.8593 9.1919 -3.5814 0.124
H -7.6096 -1.8149 6.7388 0.103
H 3.1781 -7.9231 -0.0543 0.108
H 5.0282 3.9546 9.8575 0.079
H 3.9469 -6.3878 -11.4603 0.080
H 7.2423 -8.1868 0.5172 0.117
H -6.2701 -4.3873 4.0099 0.086
H -12.0346 -0.8746 7.6395 0.086
H -7.8647 -1.7888 1.5869 0.063
H -5.9817 -7.3401 7.9892 0.105
H -5.1453 -1.6010 2.2681 0.100
H -10.0087 -1.3033 9.2954 0.117
H -10.3615 7.9670 -2.2126 0.136
H 7.4172 -6.9341 -1.4112 0.111
H 13.0763 3.0809 -7.6861 0.073
H 6.3674 -2.6797 -8.3939 0.084
H -0.3544 -4.1803 -7.1255 0.124
H 9.1084 -6.6443 -1.0120 0.120
H -5.1397 -6.4573 9.1186 0.102
H 2.7427 5.7845 3.4919 0.126
H -7.7459 6.0052 -4.0266 0.136
H -8.9048 10.4553 -3.7505 0.126
H 2.6713 8.2872 3.8351 0.112
H -8.4099 -5.5180 7.3601 0.084
H 3.5654 -3.7374 -9.8144 0.098
H 4.8219 -7.6573 2.6346 0.101
H 2.2518 -6.9007 2.5596 0.085
H 8.0523 2.1143 -4.1244 0.106
H 5.3553 8.6704 4.7697 0.130
H -0.6429 6.7769 4.6161 0.089
H 0.7381 4.5235 6.0121 0.115
H -10.2661 8.1228 -5.1954 0.135
H -0.4199 -2.7866 -5.9772 0.132
H -5.7165 -1.3648 4.4005 0.108
H 3.6525 3.0181 10.0524 0.081
H 4.0681 7.8440 2.8091 0.127
H 5.3410 3.1377 7.6289 0.113
H -8.8906 9.9770 -5.3823 0.134
H 12.8184 3.4501 -5.8604 0.071
H 1.7360 -2.1670 -6.3364 0.136
H -8.1720 5.6566 -2.2755 0.139
H 5.0145 -5.5723 1.4692 0.128
H 2.1117 -5.8456 -6.2611 0.127
H 0.9325 5.1525 4.4493 0.103
H 1.4134 -6.8887 0.9464 0.082
H 6.8558 -4.7604 -0.7399 0.113
H -10.9416 9.2708 -3.9983 0.135
H 3.0372 -4.8291 -5.2568 0.129
H -5.6459 7.1447 -3.2767 0.115
H 1.8006 6.5031 7.0154 0.125
H -3.6299 5.9083 -3.7929 0.074
H -5.9669 6.6029 -1.6746 0.115
H 2.4037 -4.5274 -12.0653 0.119
H 1.6377 7.4173 5.6015 0.127
H -7.2415 -1.5949 3.9769 0.088
H -8.1494 -6.9257 9.1432 0.063
H -10.7571 -3.2219 4.4042 0.102
H -5.6467 4.3371 -2.3148 0.109
H 7.3886 5.5159 -3.2340 0.123
H 9.4101 3.1846 -3.7390 0.101
H 3.8511 7.5879 7.0614 0.133
H 3.8691 -2.4611 -7.9278 0.133
H 7.9393 4.6235 -6.7590 0.122
H 4.0309 -3.0325 -6.2136 0.130
H -5.3425 -4.8904 7.4406 0.093
H 7.2962 6.8254 -5.9517 0.114
H -11.7954 -3.6981 2.2407 0.123
H 2.8844 -8.8288 1.4108 0.115
H -7.4417 -3.4638 1.3033 0.056
H 10.1568 5.3176 -6.6330 0.113
H 2.7332 -5.7733 1.2811 0.073
H 8.7507 6.0038 -4.0181 0.138
H 1.2794 -5.1677 -8.5730 0.131
H 5.7496 3.6351 -4.2236 0.133
H -10.0274 6.6646 -3.4382 0.132
H 7.0224 -7.7318 3.1774 0.107
H 1.2243 -5.3352 -10.9876 0.106
H 5.2080 -8.6332 1.2116 0.107
H 5.0789 -5.1651 -6.8995 0.117
H 5.3049 6.9153 6.3016 0.138
H -5.4693 -3.5014 5.2836 0.091
H 2.3340 -7.0305 -11.7482 0.085
H 8.8090 -7.4782 1.2095 0.137
H -7.0567 -7.6534 10.2367 0.080
H -1.4895 5.4037 5.4195 0.095
H 10.5023 4.4543 -5.1979 0.097
```

Its total charge is +5. The value obtained for the max |F| is 3.84 eV Å⁻¹. For the HOMO-LUMO gap, the calculation gives 4.120 eV. The value obtained for the total energy is -3291.460491 Ha. The relative energy (zero: lowest compared OMol25 entry of this formula, charge and spin) comes out at 0.0 kJ/mol. For the highest occupied orbital energy, the calculation gives -10.585 eV.

***

(2)
# C66H154

A cluster of 11 separate species, C66H154 in total in a non-equilibrium geometry (the ωB97M-V functional and the def2-TZVPD basis, OMol25).

XYZ file:
```
220
Properties=species:S:1:pos:R:3:lowdin_charge:R:1
C 5.2080 5.4727 -1.9335 -0.240
C 4.8154 5.6850 -3.4043 -0.232
C 1.6732 2.2268 -5.6137 -0.107
C 3.8949 2.8056 6.6641 -0.201
C -1.2122 -1.5986 -3.5405 -0.269
C 0.3750 -4.1996 0.0063 -0.098
C 0.5882 3.7615 4.7011 -0.113
C -3.1593 3.7707 -3.1898 -0.107
C -3.8566 0.3475 5.8485 -0.173
C -1.2247 0.3781 1.1401 -0.181
C -6.8972 -3.4678 -2.6810 -0.224
C -6.8403 4.0402 1.6508 -0.118
C 5.9007 -1.4712 -3.0176 -0.180
C 2.5566 1.0482 0.0487 -0.078
C 1.7933 -3.6703 0.2936 -0.244
C -0.7560 -1.5649 -4.9897 -0.220
C -7.7194 2.9567 1.0711 -0.278
C -5.2484 -3.9817 -0.7953 -0.114
C 5.4750 9.5024 -4.2278 -0.116
C 6.1263 -2.4472 -1.8287 -0.229
C 5.0487 8.2414 -3.4272 -0.275
C -7.3484 2.6103 -0.3553 -0.211
C 5.9771 1.8479 7.9322 -0.128
C 4.8119 -0.8878 3.3178 -0.221
C -1.7794 3.3886 -2.5987 -0.235
C -5.6546 0.6494 0.0191 -0.230
C -3.7177 1.9233 6.2010 -0.195
C 2.6882 2.6368 5.7219 -0.216
C 1.8549 2.9860 -4.2711 -0.244
C -8.7587 -4.9004 -3.6154 -0.262
C 4.3886 -1.5333 -3.4884 -0.264
C 3.5789 -8.1784 2.0076 -0.117
C -6.0899 -4.5585 -1.9652 -0.247
C 5.0088 3.9831 -1.4191 -0.089
C -9.4842 -5.4577 -4.8858 -0.107
C 1.3225 -1.1640 6.0928 -0.117
C -1.1714 -1.0036 1.9287 -0.217
C -2.5033 -0.3626 6.1200 -0.298
C 1.7233 3.8333 5.7299 -0.263
C 6.4118 -4.9153 -1.1602 -0.106
C 0.6549 2.7541 -3.3275 -0.228
C 2.6248 -1.3791 5.3655 -0.285
C -7.5750 -4.0108 -3.9743 -0.223
C -5.5680 3.1654 4.9327 -0.125
C -6.2143 -0.5335 -0.8430 -0.104
C -2.1101 -2.7507 -3.1274 -0.095
C 1.2329 0.2466 0.3175 -0.248
C -0.6731 3.4181 -3.6972 -0.213
C -5.0524 2.6285 6.2503 -0.295
C 2.3540 -1.6249 3.9078 -0.230
C 3.8390 -6.9491 1.1484 -0.279
C 4.7958 1.5461 6.9820 -0.236
C 3.9790 -0.7714 -4.7160 -0.120
C -1.8272 -0.9884 -5.9456 -0.216
C 3.6234 -1.8998 3.1097 -0.210
C -5.9501 2.0212 -0.5534 -0.240
C 2.7657 -5.8519 1.2813 -0.216
C 5.9920 -1.1307 2.2953 -0.097
C -2.4607 -0.3283 -8.3605 -0.110
C -1.3619 -0.8861 -7.4050 -0.255
C 5.4213 6.9197 -4.0819 -0.223
C 6.6014 -3.8407 -2.2715 -0.260
C 0.1560 1.0370 1.0186 -0.233
C 2.8921 -4.7787 0.1779 -0.207
C -2.6968 -1.8304 6.1881 -0.132
C -2.4603 -1.8471 1.6997 -0.102
H -1.8448 2.3577 -2.2505 0.091
H 1.5397 -0.6848 0.7934 0.071
H -1.7541 -0.6756 -3.3345 0.095
H -2.7771 0.6771 -8.0829 0.064
H -0.8706 -1.7426 -7.8666 0.103
H 3.2203 -0.4814 5.5311 0.073
H -0.5333 -0.1780 -7.3910 0.092
H 6.4792 9.3222 -4.6114 0.060
H -6.1503 -2.7260 -2.9638 0.096
H 0.7407 0.0089 -0.6255 0.097
H -1.7755 -0.0930 5.3546 0.086
H 0.0748 4.7118 4.5545 0.066
H 5.5218 3.3799 -2.1681 0.061
H 1.8670 -0.7379 3.5028 0.104
H 6.8405 -0.4808 2.5096 0.061
H 6.2608 5.7427 -1.8499 0.099
H 5.2534 1.1223 6.0881 0.086
H -7.8860 2.0676 1.6794 0.106
H 1.4884 -0.6919 7.0612 0.073
H -4.4587 -4.6713 -0.4973 0.069
H -2.9926 2.3644 5.5170 0.097
H 5.3203 8.3595 -2.3782 0.101
H -5.8127 2.0536 6.7792 0.104
H -4.6738 -0.0610 6.4430 0.102
H -4.7691 -3.0252 -1.0039 0.026
H 3.6279 3.3130 7.5911 0.103
H -0.2857 -1.5828 1.6674 0.070
H -6.1558 0.4524 0.9667 0.095
H 2.5871 -8.6248 1.9359 0.073
H -1.7246 -2.3160 6.2724 0.058
H -7.6307 -3.0071 -2.0193 0.108
H -3.2026 1.9749 7.1603 0.097
H 3.2853 -1.8257 2.0761 0.077
H 2.8866 -5.3945 2.2633 0.111
H -0.4204 -3.4570 0.0699 0.047
H -5.3849 -0.9043 -1.4452 0.048
H 0.9344 3.1969 -2.3715 0.095
H -5.0052 3.4929 6.9126 0.100
H 5.3619 -5.1470 -1.3391 0.049
H -1.4985 -3.6160 -2.8718 0.067
H 4.7045 -1.0293 -5.4875 0.079
H 4.4607 3.6454 6.2607 0.105
H 0.9269 -2.1523 6.3271 0.071
H -2.7198 -1.6035 -5.8313 0.104
H -5.3941 -4.9784 -2.6916 0.103
H 0.0595 1.9690 0.4616 0.104
H -0.4611 4.4081 -4.1011 0.114
H -8.4091 -5.7237 -2.9925 0.091
H 7.6553 -3.7795 -2.5429 0.100
H 3.1915 -2.1791 5.8418 0.121
H 6.8825 -2.0613 -1.1451 0.105
H -5.7187 2.0673 -1.6176 0.096
H -2.0895 -0.0616 7.0824 0.106
H 5.6821 2.0081 8.9692 0.064
H -1.5498 4.0204 -1.7407 0.102
H 2.9755 1.2942 1.0245 0.061
H -4.0321 3.5614 -2.5713 0.045
H 3.8228 -4.2427 0.3642 0.086
H 0.3233 -4.7029 -0.9592 0.071
H 5.4301 10.4499 -3.6909 0.068
H -1.0073 -0.7916 2.9852 0.084
H 2.9766 -5.2629 -0.7949 0.106
H -2.7525 -2.5262 -2.2759 0.051
H 6.6422 -4.6706 -0.1233 0.069
H 4.2905 0.6909 7.4308 0.093
H -8.0024 -3.1618 -4.5079 0.102
H 4.4396 -8.8472 2.0075 0.070
H 6.5110 6.9367 -4.0658 0.111
H 0.5524 1.3862 1.9720 0.100
H -4.1104 0.1738 4.8028 0.099
H 1.6476 -2.4456 3.7826 0.113
H 0.1737 -1.0216 -5.1593 0.083
H 6.7526 1.0903 8.0450 0.064
H -2.7909 -2.9986 -3.9418 0.067
H 1.4432 1.1792 -5.4194 0.042
H -5.8752 -3.6561 0.0348 0.064
H -6.5757 -1.3750 -0.2518 0.059
H -5.6566 2.4145 4.1477 0.062
H 3.1029 2.5093 4.7219 0.107
H -2.0542 -0.2773 -9.3706 0.062
H -8.8625 -6.1743 -5.4225 0.066
H 1.7895 -6.3207 1.1574 0.103
H -2.1057 0.0172 -5.6303 0.106
H -3.3560 -1.2638 1.9129 0.058
H -6.8600 -4.4160 -4.6903 0.112
H 3.5394 -7.7886 3.0248 0.065
H -6.9154 -0.2066 -1.6109 0.073
H 3.8421 -7.2271 0.0945 0.100
H 5.1949 -0.9143 4.3379 0.090
H 5.7425 -1.1031 1.2346 0.051
H 0.0917 -4.9042 0.7882 0.065
H 6.4310 -2.1183 2.4363 0.059
H 4.0442 -2.8974 3.2355 0.108
H -3.1249 4.8165 -3.4953 0.071
H 2.5831 2.2303 -6.2137 0.068
H 3.9506 3.7223 -1.4006 0.044
H -0.4031 -2.5307 -5.3515 0.113
H 2.0715 -2.8330 -0.3464 0.089
H -3.1052 -2.2730 5.2796 0.072
H 2.1384 1.7197 5.9331 0.095
H 4.8116 -6.5279 1.4030 0.105
H -8.7103 3.4105 1.0887 0.101
H -6.5709 3.5441 5.1296 0.071
H 3.8892 0.2862 -4.4681 0.059
H 6.5190 2.7473 7.6397 0.065
H 3.9683 8.3843 -3.4072 0.100
H -6.7131 -5.3877 -1.6305 0.096
H 2.4838 1.9644 -0.5373 0.044
H 1.3010 3.9771 6.7244 0.104
H -5.8532 3.6095 1.8189 0.060
H -8.0713 1.8319 -0.5995 0.107
H 0.9689 3.5135 3.7103 0.061
H -2.6123 -2.1823 0.6737 0.051
H -3.2951 -2.0906 7.0614 0.080
H 2.1887 4.8007 5.5412 0.103
H -0.3535 -1.5228 -2.8734 0.093
H 4.7505 6.1936 -1.2559 0.095
H 6.6207 -1.7217 -3.7966 0.102
H -1.7315 0.1509 0.2022 0.093
H 6.0411 -4.2067 -3.1319 0.102
H 3.3437 0.4778 -0.4444 0.055
H 5.0913 4.8011 -3.9795 0.100
H 2.7595 2.6263 -3.7807 0.087
H 0.8305 2.4784 -6.2577 0.065
H -9.4859 -4.4159 -2.9638 0.106
H -1.0535 2.9198 -4.5889 0.096
H 5.1099 6.8959 -5.1262 0.112
H -7.2493 4.3092 2.6247 0.062
H -3.3712 -0.9256 -8.4089 0.065
H 4.0825 -2.5448 -3.7552 0.101
H 3.7577 -1.2446 -2.6477 0.090
H 4.9636 9.5635 -5.1884 0.066
H -4.6007 0.4272 0.1864 0.085
H -10.3729 -6.0144 -4.5885 0.059
H 3.7443 5.6068 -3.5906 0.097
H -6.7551 4.9597 1.0717 0.081
H 1.7156 -3.2343 1.2896 0.073
H 6.1342 -0.4553 -2.6992 0.098
H -0.2191 3.0856 4.9831 0.057
H 7.0565 -5.7584 -1.4084 0.066
H -1.8854 1.1078 1.6082 0.102
H 1.9927 4.0454 -4.4871 0.090
H -2.4294 -2.7058 2.3703 0.065
H -3.3846 3.2115 -4.0979 0.065
H 2.9905 -1.0171 -5.1041 0.060
H -9.8494 -4.6910 -5.5691 0.065
H 0.6712 1.6730 -3.1895 0.104
H -5.1286 2.6752 -0.2609 0.096
H -4.8781 3.9122 4.5399 0.077
H -7.4075 3.4613 -1.0338 0.114
H 5.1668 -2.5518 -1.3222 0.090
H 4.4016 0.1035 3.1255 0.090
H 0.6045 -0.6305 5.4700 0.060
H 5.4240 3.7430 -0.4403 0.063
```

The value obtained for the max |F| is 2.35 eV Å⁻¹. For the HOMO-LUMO gap, the calculation gives 11.115 eV. Its structure (SMILES) is CCCCCC.CCCCCC.CCCCCC.CCCCCC.CCCCCC.CCCCCC.CCCCCC.CCCCCC.CCCCCC.CCCCCC.CCCCCC. The value obtained for the total energy is -2606.963095 Ha. The relative energy (zero: lowest compared OMol25 entry of this formula, charge and spin) comes out at 205.7 kJ/mol. For the highest occupied orbital energy, the calculation gives -10.432 eV.

***

The highest relative energy (zero: lowest compared OMol25 entry of this formula, charge and spin) belongs to which entry? C66H154

***

Among the records above, which one has the lowest max |F|? C66H154

***

Which of these has the highest max |F|? C66H147N5OP